ORCA calculation (ωB97M-V/def2-TZVPD) on a 2-piece molecular cluster, H2N2O3S overall in a non-equilibrium geometry.

Structure (XYZ):
```
8
Properties=species:S:1:pos:R:3
N 0.67942 1.17316 -0.53834
N 0.93418 0.14273 -0.09955
O -3.11902 0.52578 0.71808
O -1.53282 -1.09436 -0.15991
O 2.31616 -0.31105 0.27730
S -2.58542 -0.14494 -0.43219
H 0.36096 -0.68886 0.14066
H 2.94654 0.39754 0.09395
```

Its energy above the lowest of the compared OMol25 structures with the same formula, charge and spin is 97.02 kJ/mol. Its charge is 0. As for the HOMO energy: -0.34988 Ha. For the HOMO-LUMO gap, the calculation gives 7.9251 eV. As for the total energy: -734.5045 Ha.

ORCA calculation (ωB97M-V/def2-TZVPD) on one molecule with the formula H2N2O3S in a non-equilibrium geometry.

Structure (XYZ):
```
8
Properties=species:S:1:pos:R:3
N 0.38128 0.67826 0.38166
N 1.07727 -0.25777 -0.12354
O -1.36878 -1.30138 0.22057
O -1.99339 0.75632 -0.87373
O 2.25894 -0.43822 -0.48384
S -1.68651 0.14369 0.39325
H 0.68226 1.62208 0.41585
H 0.64893 -1.20298 0.06979
```

Its energy above the lowest of the compared OMol25 structures with the same formula, charge and spin is 124.56 kJ/mol. Its charge is 0. As for the HOMO energy: -0.39720 Ha. For the HOMO-LUMO gap, the calculation gives 9.8622 eV. As for the total energy: -734.4940 Ha.